Below is a molecular structure, C37H57Br36N6 in a non-equilibrium geometry, with properties calculated with wB97M-V/def2-TZVPD.

Cartesian coordinates (Å):
1 C 10.40 1.19 0.93
2 C 9.88 0.43 -0.42
3 N 8.73 1.15 -1.02
4 C 7.44 1.13 -0.66
5 N 6.46 1.89 -1.44
6 C 5.21 1.62 -0.75
7 C 3.74 2.14 -1.02
8 C 3.50 2.77 -2.47
9 C 2.11 3.62 -2.45
10 C 0.84 2.77 -1.98
11 C -0.44 3.71 -1.62
12 C -0.97 3.28 -0.14
13 C -1.73 1.87 -0.13
14 C -2.99 1.84 0.92
15 C -3.06 0.49 1.80
16 C -4.27 -0.49 1.39
17 C -4.08 -1.15 -0.07
18 C -3.15 -2.50 -0.02
19 N -2.04 -2.39 -1.01
20 C -1.94 -2.81 -2.39
21 C -0.55 -2.42 -2.95
22 C 0.19 -1.73 -1.74
23 C -0.80 -1.76 -0.54
24 N 5.55 0.72 0.36
25 C 4.42 0.26 1.23
26 C 3.69 -0.97 0.41
27 N 6.89 0.42 0.45
28 C 7.40 -0.44 1.53
29 C 7.32 0.37 2.95
30 C 6.82 1.88 3.10
31 N 7.67 -0.32 4.03
32 H 9.68 1.09 1.81
33 H 11.48 0.93 1.19
34 H 10.41 2.31 0.64
35 H 9.73 -0.69 -0.26
36 H 10.78 0.52 -1.14
37 H 8.95 1.75 -1.84
38 H 2.97 1.30 -0.88
39 H 3.47 2.96 -0.25
40 H 4.32 3.53 -2.75
41 H 3.48 1.94 -3.26
42 H 2.25 4.60 -1.86
43 H 1.91 3.95 -3.54
44 H 1.01 2.12 -1.05
45 H 0.48 2.06 -2.81
46 H -1.31 3.57 -2.34
47 H -0.08 4.79 -1.51
48 H -0.09 3.19 0.62
49 H -1.71 4.08 0.26
50 H -1.01 1.05 0.23
51 H -2.20 1.63 -1.16
52 H -2.92 2.73 1.66
53 H -3.98 1.95 0.36
54 H -2.06 -0.09 1.80
55 H -3.25 0.81 2.89
56 H -4.32 -1.37 2.14
57 H -5.28 0.06 1.42
58 H -5.14 -1.44 -0.43
59 H -3.67 -0.40 -0.84
60 H -2.72 -2.56 1.05
61 H -3.83 -3.39 -0.25
62 H -2.78 -3.33 -2.97
63 H -0.13 -2.56 -4.01
64 H 1.26 -1.31 -1.73
65 H -0.61 -1.36 0.52
66 H 3.69 1.10 1.49
67 H 4.75 -0.20 2.22
68 H 3.88 -1.97 0.91
69 H 4.13 -1.00 -0.66
70 H 2.57 -0.72 0.28
71 H 6.64 -1.30 1.66
72 H 8.40 -0.94 1.36
73 H 7.31 2.31 4.04
74 H 5.67 1.90 3.27
75 H 7.09 2.45 2.15
76 H 7.55 0.28 4.87
77 C 10.27 1.02 6.91
78 Br 11.39 1.36 8.46
79 Br 9.33 -0.67 7.06
80 Br 9.06 2.49 6.55
81 H 10.94 0.94 6.05
82 C -6.70 -1.55 -3.27
83 Br -4.97 -2.41 -3.08
84 Br -8.05 -2.27 -2.06
85 Br -6.54 0.38 -3.09
86 H -7.05 -1.75 -4.28
87 C -5.58 -6.07 1.81
88 Br -6.23 -4.60 0.72
89 Br -6.71 -6.38 3.35
90 Br -5.32 -7.68 0.76
91 H -4.60 -5.78 2.19
92 C -11.12 -7.35 4.33
93 Br -10.23 -5.83 5.16
94 Br -11.41 -7.05 2.44
95 Br -10.18 -9.01 4.67
96 H -12.10 -7.44 4.79
97 C -11.16 -3.31 0.06
98 Br -9.81 -4.37 0.97
99 Br -11.33 -3.82 -1.81
100 Br -12.86 -3.37 0.99
101 H -10.82 -2.27 0.07
102 C -13.54 -3.32 4.87
103 Br -12.55 -3.08 6.52
104 Br -14.61 -4.94 4.89
105 Br -14.60 -1.76 4.43
106 H -12.80 -3.44 4.07
107 C 0.06 6.41 1.75
108 Br 1.76 5.49 1.91
109 Br -1.26 5.71 2.98
110 Br 0.26 8.33 1.93
111 H -0.31 6.22 0.74
112 C 3.68 4.45 -6.89
113 Br 4.92 4.05 -5.45
114 Br 2.11 3.32 -6.82
115 Br 3.22 6.33 -6.93
116 H 4.20 4.23 -7.82
117 C 14.37 1.02 -1.23
118 Br 15.47 1.37 0.33
119 Br 13.43 -0.67 -1.08
120 Br 13.16 2.49 -1.60
121 H 15.04 0.94 -2.08
122 C -5.52 -10.42 -2.34
123 Br -7.03 -11.47 -2.93
124 Br -3.90 -11.48 -2.20
125 Br -5.25 -8.85 -3.44
126 H -5.75 -10.06 -1.33
127 C -4.68 5.41 0.29
128 Br -6.23 6.17 1.17
129 Br -5.16 4.49 -1.35
130 Br -3.30 6.74 -0.01
131 H -4.26 4.67 0.96
132 C -5.58 3.08 -6.64
133 Br -4.42 2.55 -5.18
134 Br -7.24 2.06 -6.64
135 Br -5.91 4.99 -6.65
136 H -5.06 2.84 -7.56

Computed properties:
Net charge: +1
HOMO (eV): -9.567
Frontier orbital gap (hartree): 0.2596

***

Below is a molecular structure, C37H58AsCl2CsN8O4PS2Si2, with properties calculated with wB97M-V/def2-TZVPD.

Cartesian coordinates (Å):
1 Cs 0.92 -0.33 0.30
2 O 6.97 2.39 0.51
3 C 7.03 1.46 1.43
4 O 8.06 1.18 2.01
5 C 5.77 0.74 1.76
6 C 5.73 -0.29 2.68
7 N 4.46 -0.70 2.73
8 N 3.65 -0.02 1.92
9 C 4.42 0.87 1.32
10 C 3.81 1.79 0.27
11 O 4.61 2.52 -0.37
12 O 2.58 1.72 0.12
13 H 6.00 2.46 0.11
14 H 6.53 -0.72 3.26
15 H 4.08 -1.46 3.28
16 N 0.20 1.22 4.71
17 P 0.52 1.94 3.16
18 C -1.17 2.28 2.53
19 C -1.25 2.69 1.20
20 C -2.49 2.90 0.61
21 C -3.65 2.70 1.35
22 C -3.57 2.28 2.67
23 C -2.33 2.07 3.26
24 C 1.02 3.58 3.82
25 C 0.18 4.39 4.58
26 C 0.62 5.61 5.06
27 C 1.91 6.04 4.76
28 C 2.74 5.26 3.98
29 C 2.30 4.03 3.51
30 C -0.04 -0.12 4.91
31 C 0.04 -0.65 6.21
32 C -0.26 -1.98 6.40
33 C -0.63 -2.76 5.30
34 C -0.67 -2.15 4.07
35 N -0.38 -0.86 3.86
36 H 0.42 1.75 5.53
37 H -0.35 2.83 0.61
38 H -2.55 3.18 -0.43
39 H -4.62 2.85 0.89
40 H -4.47 2.10 3.24
41 H -2.26 1.71 4.28
42 H -0.84 4.06 4.79
43 H -0.04 6.23 5.65
44 H 2.25 7.01 5.12
45 H 3.74 5.60 3.74
46 H 2.94 3.41 2.90
47 H 0.34 -0.02 7.04
48 H -0.21 -2.41 7.39
49 H -0.89 -3.80 5.40
50 H -0.94 -2.71 3.18
51 C 0.39 -3.13 -2.45
52 N 0.89 -1.84 -2.87
53 C 2.20 -1.50 -2.88
54 S 3.43 -2.63 -2.59
55 N 2.41 -0.21 -3.15
56 C 3.70 0.46 -3.16
57 H -0.56 -3.32 -2.96
58 H 0.22 -3.19 -1.37
59 H 1.11 -3.90 -2.73
60 H 0.23 -1.06 -2.89
61 H 1.58 0.38 -3.23
62 H 4.47 -0.26 -2.91
63 H 3.71 1.28 -2.44
64 H 3.91 0.86 -4.16
65 Cl 1.90 -3.26 1.90
66 C 2.31 -4.97 1.78
67 Cl 2.91 -5.42 0.18
68 H 1.42 -5.54 1.98
69 H 3.10 -5.18 2.49
70 C -4.23 -2.80 -0.70
71 N -3.50 -3.98 -1.14
72 C -3.73 -4.35 -2.52
73 C -2.44 -4.43 -0.43
74 S -1.77 -3.54 0.82
75 N -1.94 -5.66 -0.81
76 C -0.62 -6.05 -0.35
77 C -2.85 -6.79 -0.94
78 H -5.24 -2.86 -1.11
79 H -3.75 -1.88 -1.06
80 H -4.27 -2.76 0.38
81 H -3.81 -3.45 -3.12
82 H -4.66 -4.92 -2.64
83 H -2.90 -4.94 -2.90
84 H 0.07 -5.21 -0.45
85 H -0.27 -6.87 -0.98
86 H -0.62 -6.38 0.69
87 H -3.86 -6.44 -1.07
88 H -2.81 -7.41 -0.04
89 H -2.57 -7.41 -1.80
90 C 0.66 3.39 -4.79
91 Si -0.40 3.33 -3.23
92 C 0.57 4.20 -1.88
93 C -1.93 4.40 -3.56
94 As -0.87 1.20 -2.52
95 Si -2.52 0.65 -3.99
96 C -2.31 1.18 -5.79
97 C -2.61 -1.25 -4.06
98 C -4.24 1.23 -3.47
99 H 0.83 4.42 -5.12
100 H 0.19 2.84 -5.62
101 H 1.63 2.93 -4.60
102 H 1.04 5.13 -2.24
103 H 1.36 3.56 -1.49
104 H -0.09 4.46 -1.05
105 H -1.63 5.42 -3.81
106 H -2.55 4.45 -2.66
107 H -2.55 4.02 -4.37
108 H -1.36 0.79 -6.18
109 H -2.28 2.27 -5.89
110 H -3.12 0.81 -6.43
111 H -1.77 -1.65 -4.64
112 H -3.55 -1.60 -4.50
113 H -2.53 -1.66 -3.05
114 H -4.27 2.33 -3.44
115 H -4.46 0.87 -2.47
116 H -5.02 0.89 -4.15

Computed properties:
Net charge: -1
HOMO (eV): -3.993
Frontier orbital gap (hartree): 0.2026

***

Question: Among the records above, which one has the lowest frontier orbital gap?
Answer: C37H58AsCl2CsN8O4PS2Si2

***

Question: What is the formula in the first record?
Answer: C37H57Br36N6